[1]
C4H5CaO6 | the ωB97M-V functional and the def2-TZVPD basis

Calculated values
HOMO in eV: -10.05
Frontier orbital gap in eV: 2.504
E in eV: -34943.637
E_LUMO in eV: -7.545
ΔE to the lowest compared entry with this formula, charge and spin in eV: 0.0000
Charge: +1

```
16
C4H5CaO6, DFT the ωB97M-V functional and the def2-TZVPD basis
C 0.083 0.382 -3.095
C 0.340 0.332 -4.586
O 1.733 0.762 -4.738
O 1.297 0.015 -2.469
H -0.727 -0.319 -2.857
H -0.203 1.399 -2.793
H -0.268 1.039 -5.156
H 0.271 -0.690 -4.973
H 2.200 0.507 -3.804
C 2.402 0.609 -6.024
O 1.698 0.652 -6.993
O 3.633 0.766 -5.862
Ca 5.070 1.311 -7.328
O 0.234 0.111 -0.407
O 2.411 -0.444 -0.523
C 1.308 -0.123 -0.952
```

Let us look at the Mulliken charges, expressed in e, one per atom:
1. C -0.43
2. C -0.36
3. O -0.13
4. O -0.43
5. H 0.35
6. H 0.31
7. H 0.29
8. H 0.34
9. H 0.51
10. C 0.90
11. O -0.49
12. O -0.84
13. Ca 1.71
14. O -0.61
15. O -0.63
16. C 0.52

[2]
H18NO12 | the ωB97M-V functional and the def2-TZVPD basis

Calculated values
HOMO in eV: -7.57
Frontier orbital gap in eV: 9.485
E in eV: -26349.197
E_LUMO in eV: 1.911
ΔE to the lowest compared entry with this formula, charge and spin in eV: 4.2505
Charge: -1

```
31
H18NO12, DFT the ωB97M-V functional and the def2-TZVPD basis
N -7.020 -8.383 -3.204
O -6.180 -9.078 -2.691
O -7.663 -8.950 -4.142
O -6.675 -7.133 -3.365
O -4.989 -11.217 -0.009
H -4.444 -10.382 -0.044
H -5.837 -11.112 -0.534
O -4.748 -9.261 -5.051
H -4.026 -9.838 -4.924
H -5.109 -8.990 -4.181
O -8.712 -5.520 -3.115
H -9.397 -5.855 -3.699
H -8.046 -6.121 -3.491
O -8.329 -10.305 -6.123
H -7.936 -10.072 -5.338
H -8.012 -11.196 -6.039
O -4.022 -8.692 -1.061
H -4.835 -8.574 -1.702
H -3.395 -8.641 -1.732
O -8.376 -6.649 -0.952
H -7.564 -7.089 -0.761
H -8.249 -6.522 -1.974
O -10.445 -8.967 -5.241
H -10.517 -8.898 -4.343
H -9.690 -9.710 -5.571
O -4.638 -5.149 -3.567
H -5.292 -5.792 -3.830
H -4.016 -5.569 -2.869
O -7.454 -11.332 -1.569
H -7.407 -12.053 -2.184
H -7.450 -10.545 -2.045
```

Let us look at the Mulliken charges, expressed in e, one per atom:
1. N 0.84
2. O -0.62
3. O -0.69
4. O -0.73
5. O -0.70
6. H 0.36
7. H 0.39
8. O -0.64
9. H 0.29
10. H 0.32
11. O -0.66
12. H 0.36
13. H 0.37
14. O -0.61
15. H 0.48
16. H 0.34
17. O -0.69
18. H 0.38
19. H 0.28
20. O -0.72
21. H 0.29
22. H 0.39
23. O -0.70
24. H 0.27
25. H 0.41
26. O -0.64
27. H 0.39
28. H 0.30
29. O -0.69
30. H 0.29
31. H 0.35

[3]
C56H53AsN7PS2Ti | the ωB97M-V functional and the def2-TZVPD basis

Calculated values
HOMO in eV: -11.77
Frontier orbital gap in eV: 5.329
E in eV: -184266.385
E_LUMO in eV: -6.441
ΔE to the lowest compared entry with this formula, charge and spin in eV: 0.0685
Charge: +2

```
121
C56H53AsN7PS2Ti, DFT the ωB97M-V functional and the def2-TZVPD basis
Ti -1.503 -2.768 -1.769
C -2.527 -4.197 0.806
N -2.427 -2.814 0.236
C -1.567 -1.974 1.109
C -0.131 -2.437 1.011
N 0.268 -2.616 -0.419
C 0.900 -1.375 -0.962
C 1.193 -3.743 -0.544
C 2.449 -3.702 0.042
C 3.301 -4.790 -0.086
C 2.894 -5.912 -0.799
C 1.639 -5.950 -1.385
C 0.781 -4.861 -1.256
S -0.835 -4.924 -1.968
C -3.798 -2.308 0.128
C -4.445 -1.673 1.174
C -5.755 -1.244 1.000
C -6.410 -1.462 -0.202
C -5.764 -2.111 -1.244
C -4.452 -2.535 -1.079
S -3.605 -3.366 -2.404
H -2.956 -4.129 1.808
H -1.548 -4.665 0.847
H -3.173 -4.793 0.168
H -1.893 -2.020 2.151
H -1.640 -0.935 0.790
H 0.015 -3.388 1.519
H 0.519 -1.701 1.490
H 1.717 -1.040 -0.319
H 0.171 -0.566 -0.968
H 1.269 -1.585 -1.965
H 2.766 -2.832 0.604
H 4.276 -4.766 0.380
H 3.553 -6.765 -0.888
H 1.313 -6.822 -1.937
H -3.949 -1.494 2.119
H -6.262 -0.745 1.814
H -7.432 -1.132 -0.330
H -6.271 -2.289 -2.183
N 3.256 -4.564 -4.538
C 2.781 -3.641 -3.699
N 1.577 -3.157 -3.716
C 0.702 -3.626 -4.673
N -0.500 -3.159 -4.782
N -0.868 -2.246 -3.805
C -1.148 -1.073 -4.227
C -1.750 -0.105 -3.324
C -2.075 1.158 -3.781
C -2.713 2.042 -2.921
C -3.012 1.611 -1.645
C -2.651 0.327 -1.262
N -2.019 -0.531 -2.068
C 1.129 -4.669 -5.605
C 0.279 -5.225 -6.567
C 0.746 -6.202 -7.416
C 2.070 -6.644 -7.320
C 2.922 -6.113 -6.377
C 2.442 -5.125 -5.520
H 4.215 -4.865 -4.455
H 3.476 -3.286 -2.945
H -0.986 -0.814 -5.269
H -1.839 1.434 -4.800
H -2.977 3.040 -3.246
H -3.511 2.258 -0.938
H -2.903 -0.012 -0.269
H -0.740 -4.869 -6.629
H 0.091 -6.632 -8.160
H 2.430 -7.411 -7.992
H 3.947 -6.453 -6.300
C 1.264 1.944 1.991
C 1.242 3.019 3.063
As 3.031 3.207 3.899
C 2.658 4.735 5.046
C 1.626 5.649 4.837
C 1.431 6.704 5.716
C 2.266 6.861 6.814
C 3.294 5.957 7.033
C 3.483 4.898 6.156
C 3.870 4.052 2.349
C 4.603 3.221 1.504
C 5.189 3.721 0.349
C 5.059 5.066 0.034
C 4.346 5.904 0.880
C 3.752 5.401 2.030
P -0.318 1.610 1.101
C -1.478 1.211 2.461
C -2.844 1.475 2.334
C -3.747 1.057 3.300
C -3.306 0.343 4.406
C -1.953 0.062 4.541
C -1.049 0.496 3.581
C -0.815 3.282 0.564
C -1.471 4.215 1.368
C -1.749 5.486 0.886
C -1.359 5.848 -0.397
C -0.693 4.935 -1.201
C -0.433 3.658 -0.724
H 1.624 0.989 2.389
H 1.969 2.220 1.199
H 0.534 2.792 3.862
H 0.960 3.972 2.617
H 0.967 5.553 3.983
H 0.627 7.409 5.543
H 2.113 7.685 7.498
H 3.947 6.072 7.888
H 4.284 4.191 6.339
H 4.740 2.176 1.764
H 5.765 3.067 -0.293
H 5.527 5.464 -0.856
H 4.259 6.959 0.650
H 3.211 6.072 2.686
H -3.206 2.044 1.485
H -4.796 1.303 3.196
H -4.006 0.029 5.169
H -1.596 -0.476 5.410
H 0.005 0.286 3.723
H -1.760 3.954 2.378
H -2.259 6.200 1.519
H -1.570 6.843 -0.766
H -0.372 5.219 -2.195
H 0.085 2.943 -1.356
```

These are the Mulliken partial charges, in e, on atoms 1 to 99:
1. Ti 0.21
2. C -1.40
3. N 1.84
4. C 0.82
5. C -2.08
6. N 2.67
7. C -0.67
8. C -0.81
9. C -0.54
10. C -1.04
11. C -0.89
12. C -0.91
13. C 1.20
14. S -0.56
15. C -0.51
16. C -0.22
17. C -0.90
18. C -0.81
19. C -0.79
20. C 0.79
21. S -0.36
22. H 0.29
23. H 0.38
24. H 0.36
25. H 0.50
26. H -0.81
27. H 0.53
28. H 0.51
29. H 0.60
30. H -0.18
31. H -0.04
32. H 0.43
33. H 0.47
34. H 0.47
35. H 0.56
36. H 0.53
37. H 0.49
38. H 0.46
39. H 0.52
40. N 0.13
41. C -0.50
42. N -0.08
43. C -0.03
44. N -1.57
45. N 1.51
46. C -0.84
47. C 0.88
48. C -1.11
49. C -0.86
50. C -0.62
51. C 0.20
52. N 1.17
53. C 0.92
54. C -0.41
55. C -0.86
56. C -0.42
57. C -0.98
58. C 0.15
59. H 0.28
60. H 0.43
61. H 0.41
62. H 0.57
63. H 0.53
64. H 0.50
65. H -0.31
66. H 0.50
67. H 0.44
68. H 0.43
69. H 0.41
70. C -1.43
71. C -0.91
72. As 0.20
73. C 0.09
74. C 0.26
75. C -0.69
76. C -0.45
77. C -0.60
78. C -0.64
79. C 0.15
80. C -0.17
81. C -0.61
82. C -0.51
83. C -0.75
84. C -0.05
85. P 0.61
86. C 0.32
87. C -0.37
88. C -0.86
89. C -0.76
90. C -0.74
91. C -0.53
92. C 0.81
93. C -0.55
94. C -0.75
95. C -0.59
96. C -0.76
97. C -0.73
98. H 0.89
99. H 0.64

[4]
CH4N2OS | the ωB97M-V functional and the def2-TZVPD basis

Calculated values
SMILES string: NC(=S)NO
HOMO in eV: -8.40
Frontier orbital gap in eV: 8.913
E in eV: -16963.475
E_LUMO in eV: 0.517
ΔE to the lowest compared entry with this formula, charge and spin in eV: 1.7143
Charge: 0

```
9
CH4N2OS, DFT the ωB97M-V functional and the def2-TZVPD basis
N 1.107 -0.209 -0.665
C 0.072 0.613 -0.416
S -0.248 1.951 -1.306
N -0.709 0.348 0.630
O -0.703 -1.035 0.940
H 1.582 -0.126 -1.558
H 1.131 -1.080 -0.116
H -1.641 0.626 0.611
H -0.591 -1.088 1.879
```

Let us look at the Mulliken charges, expressed in e, one per atom:
1. N -0.36
2. C 0.29
3. S -0.43
4. N -0.12
5. O -0.48
6. H 0.23
7. H 0.26
8. H 0.27
9. H 0.35

HOMO of number 2 (H18NO12)?
-7.57 eV